Here is the ion C4H12N3 with charge +1 in a non-equilibrium geometry from the Open Molecules 2025 dataset. Energies are from ωB97M-V/def2-TZVPD.

Structure (XYZ):
```
19
Properties=species:S:1:pos:R:3:mulliken_charge:R:1
N 0.617 2.777 0.852 -0.65
C 0.370 1.797 -0.156 -0.04
C -0.275 0.678 0.121 -0.17
N -0.880 0.607 1.433 -0.13
C -0.427 -0.447 -0.846 -0.81
C 0.271 -1.738 -0.466 -0.58
N 0.364 -2.828 -1.356 -0.42
H 0.553 3.697 0.431 0.28
H 1.563 2.600 1.178 0.26
H 1.005 1.877 -1.052 0.37
H -0.519 -0.168 2.003 0.36
H -0.630 1.499 1.922 0.41
H -1.875 0.376 1.340 0.38
H -0.322 -0.079 -1.854 0.45
H -1.522 -0.664 -0.824 0.31
H 1.281 -1.459 -0.093 0.32
H -0.027 -2.011 0.577 0.28
H 0.521 -3.728 -0.953 0.19
H -0.067 -2.785 -2.257 0.20
```

SMILES: N/C=C(\[NH3+])CCN
Max |F|, eV/A: 3.447
ΔE to the lowest compared entry with this formula, charge and spin, kcal per mole: 58.70
Frontier orbital gap, eV: 8.59
E_LUMO, eV: -3.451
E_tot, eV: -8805.1888
Net charge: +1
Multiplicity: 1

---

Here is the ion C6H12N3O with charge +1 in a non-equilibrium geometry from the Open Molecules 2025 dataset. Energies are from ωB97M-V/def2-TZVPD.

Structure (XYZ):
```
22
Properties=species:S:1:pos:R:3:mulliken_charge:R:1
O -2.882 -2.937 1.452 -0.45
N -1.791 -2.180 1.217 -0.07
C -0.877 -2.351 0.190 -0.09
N 0.074 -1.519 -0.067 -0.47
C 0.294 -0.242 0.695 0.00
C -0.835 0.739 0.635 0.00
N -0.866 1.569 -0.347 0.00
C 0.241 1.698 -1.362 -0.65
C 1.499 0.836 -1.249 -0.47
C 1.617 0.370 0.166 -1.02
H -2.811 -3.869 1.052 0.37
H -1.360 -1.615 1.947 0.24
H -0.844 -3.209 -0.508 0.41
H 0.437 -0.364 1.787 0.48
H -1.753 0.711 1.231 0.36
H -1.614 2.232 -0.422 0.29
H 0.448 2.751 -1.216 0.39
H -0.164 1.588 -2.399 0.30
H 2.371 1.519 -1.586 0.34
H 1.516 -0.074 -1.875 0.35
H 2.595 -0.121 0.389 0.38
H 1.621 1.362 0.811 0.29
```

SMILES: ON/C=N\[C@@H]1C=[NH+]CCC1
Max |F|, eV/A: 4.077
ΔE to the lowest compared entry with this formula, charge and spin, kcal per mole: 118.69
Frontier orbital gap, eV: 8.08
E_LUMO, eV: -4.424
E_tot, eV: -12924.3702
Net charge: +1
Multiplicity: 1

---

Here is a structure of composition C8H26BNNbO8S2 in a non-equilibrium geometry from the Open Molecules 2025 dataset. Energies are from ωB97M-V/def2-TZVPD.

Structure (XYZ):
```
47
Properties=species:S:1:pos:R:3:mulliken_charge:R:1
N 4.335 0.137 -2.312 -0.39
C 4.720 -0.512 -3.460 0.08
C 4.081 -1.960 -3.886 -0.98
Nb 1.855 -2.139 -3.282 -0.85
B 1.457 -0.049 -4.228 0.69
O 1.066 1.092 -3.373 -0.50
O 1.659 0.011 -5.702 -0.61
H 4.840 1.043 -2.183 0.19
H 5.542 0.015 -4.124 0.24
H 4.734 -2.835 -3.412 0.36
H 4.123 -2.106 -5.051 0.19
H 1.605 -2.976 -4.904 -0.05
H 2.141 -3.748 -2.439 -0.03
H 2.165 -1.318 -1.695 0.20
H 0.079 -2.328 -2.970 -0.04
H 1.760 1.296 -2.673 0.25
H 2.403 -0.624 -5.965 0.28
O 2.001 -2.145 1.383 -0.59
S 1.222 -1.545 2.446 1.11
O -0.216 -1.420 2.368 -0.55
O 1.858 -0.091 2.813 -0.27
C 2.029 0.860 1.772 -0.41
C 0.713 1.519 1.401 -0.95
C 1.628 -2.357 3.972 -0.99
H 2.502 0.400 0.898 0.37
H 2.717 1.625 2.146 0.26
H 0.031 0.801 0.936 0.26
H 0.876 2.337 0.693 0.41
H 0.211 1.912 2.291 0.27
H 2.714 -2.415 4.064 0.33
H 1.199 -3.361 3.945 0.36
H 1.197 -1.790 4.799 0.31
O -5.966 2.147 3.235 -0.64
S -5.741 1.843 1.838 1.19
O -6.233 0.629 1.226 -0.60
O -4.151 1.989 1.513 -0.27
C -3.224 1.255 2.300 -0.04
C -3.183 -0.205 1.890 -0.87
C -6.294 3.221 0.864 -0.92
H -3.450 1.361 3.366 0.31
H -2.238 1.701 2.132 -0.01
H -4.125 -0.707 2.129 0.41
H -2.378 -0.731 2.411 0.25
H -3.031 -0.300 0.810 0.27
H -5.890 4.141 1.289 0.31
H -7.386 3.240 0.896 0.36
H -5.956 3.085 -0.165 0.31
```

Max |F|, eV/A: 4.680
Frontier orbital gap, eV: 6.13
E_LUMO, eV: 2.168
E_tot, eV: -50477.5393
Net charge: -1
Multiplicity: 1

---

Here is the molecule C10H18N2O3 in a non-equilibrium geometry from the Open Molecules 2025 dataset. Energies are from ωB97M-V/def2-TZVPD.

Structure (XYZ):
```
33
Properties=species:S:1:pos:R:3:mulliken_charge:R:1
C 1.975 0.121 -2.293 -1.71
C 1.556 -0.691 -1.040 0.87
C 2.513 -1.939 -0.830 -1.70
C 0.074 -1.181 -1.048 -0.06
N -0.410 -1.869 -2.276 -0.64
C -1.137 -0.178 -0.937 0.24
O -1.912 0.191 -1.793 -0.64
N -1.401 0.466 0.331 0.33
C -2.599 1.094 0.728 -0.68
C -2.250 2.095 1.899 -0.66
C -0.752 2.180 1.871 -0.74
C -0.322 0.904 1.158 0.21
C 0.011 -0.233 2.053 0.65
O -0.618 -1.315 2.110 -0.66
O 0.956 -0.104 2.956 -0.52
H 1.123 0.731 -2.660 0.36
H 2.207 -0.597 -3.067 0.39
H 2.768 0.794 -2.137 0.39
H 1.681 -0.075 -0.217 0.14
H 3.562 -1.777 -0.806 0.41
H 2.233 -2.568 0.002 0.40
H 2.348 -2.630 -1.633 0.39
H 0.009 -1.846 -0.168 0.46
H -0.553 -1.126 -2.978 0.25
H 0.209 -2.463 -2.679 0.27
H -3.087 1.700 -0.096 0.33
H -3.307 0.275 1.199 0.22
H -2.625 1.639 2.776 0.30
H -2.858 3.025 1.725 0.36
H -0.288 2.328 2.889 0.37
H -0.522 2.990 1.126 0.30
H 0.539 1.097 0.495 0.02
H 0.874 -1.036 3.339 0.37
```

SMILES: CC(C)[C@H](N)C(=O)N1CCC[C@H]1C(=O)O
Max |F|, eV/A: 4.252
ΔE to the lowest compared entry with this formula, charge and spin, kcal per mole: 54.38
Frontier orbital gap, eV: 9.32
E_LUMO, eV: 0.556
E_tot, eV: -19783.5294
Net charge: 0
Multiplicity: 1

---

Here is a structure of composition C6H15CsN in a non-equilibrium geometry from the Open Molecules 2025 dataset. Energies are from ωB97M-V/def2-TZVPD.

Structure (XYZ):
```
23
Properties=species:S:1:pos:R:3:mulliken_charge:R:1
Cs -11.810 9.010 11.869 1.03
C -9.840 7.598 14.646 -1.23
C -10.889 6.803 15.304 -0.24
N -10.468 5.423 15.643 0.01
C -11.628 4.551 15.984 -0.44
C -11.302 3.028 16.057 -1.22
C -9.365 5.335 16.618 -0.78
C -9.611 5.908 17.969 -0.95
H -10.205 8.530 14.215 0.18
H -9.440 7.054 13.790 0.37
H -9.001 7.749 15.326 0.28
H -11.339 7.317 16.154 0.35
H -11.721 6.712 14.605 0.29
H -12.046 4.838 16.949 0.30
H -12.474 4.616 15.299 0.38
H -12.176 2.428 16.309 0.40
H -10.866 2.587 15.160 0.31
H -10.601 2.896 16.881 0.28
H -8.494 5.708 16.081 0.39
H -9.099 4.288 16.767 0.36
H -9.884 6.956 17.847 0.25
H -8.795 5.841 18.688 0.41
H -10.432 5.395 18.470 0.26
```

Max |F|, eV/A: 2.082
ΔE to the lowest compared entry with this formula, charge and spin, kcal per mole: 21.63
Frontier orbital gap, eV: 7.06
E_LUMO, eV: -3.919
E_tot, eV: -8497.2054
Net charge: +1
Multiplicity: 1